[1]
This record from OMol25 describes 5 unconnected molecules or ions with the total composition C40H80F5NO20P4S at a distorted geometry. The level of theory is the ωB97M-V functional and the def2-TZVPD basis.

Values from the calculation:
SMILES: C#CC[C@]1(CCCC(F)(F)C(F)(F)F)[C@@](CC#C)(NCCC)[C@@H](COCCC)[C@@H](CCCCCC)OS1(=O)=O.COP(=O)(OC)OC.COP(=O)(OC)OC.COP(=O)(OC)OC.COP(=O)(OC)OC
total charge: 0

Cartesian coordinates (Å):
C1 -0.7913 -3.8755 3.2738
C2 0.0420 -2.8509 3.1362
C3 0.7509 -1.4305 2.8591
C4 0.0987 -0.6142 1.5850
C5 0.5810 -1.4667 0.2808
C6 -0.4513 -1.4760 -0.9615
C7 0.3504 -1.2962 -2.3821
C8 -0.5678 -0.6283 -3.5213
F1 0.3196 -0.3236 -4.6514
F2 -1.1970 0.6165 -3.1224
C9 -1.7225 -1.5925 -4.1206
F3 -2.5927 -2.1585 -3.1187
F4 -1.2171 -2.6131 -5.0182
F5 -2.5601 -0.7373 -4.9621
C10 0.6706 0.9444 1.5066
C11 2.1253 1.1054 2.2136
C12 3.3112 0.2718 1.4798
C13 4.1062 -0.7429 1.1502
N1 0.6217 1.3147 0.0776
C14 1.5345 2.3623 -0.3994
C15 0.9875 3.1582 -1.7305
C16 2.2636 3.8445 -2.4556
C17 -0.3720 1.8321 2.3875
C18 0.0760 3.3512 2.6965
O1 0.9422 3.4810 3.8911
C19 0.1946 4.0016 5.0231
C20 0.2489 5.6239 5.0553
C21 -1.0903 6.3585 4.5252
C22 -1.8764 1.9106 1.8026
C23 -2.0872 3.0991 0.6819
C24 -3.4233 2.8557 -0.2206
C25 -4.7419 2.8977 0.7216
C26 -5.5051 1.4747 0.8724
C27 -6.9443 1.4202 0.0981
C28 -7.9448 2.6128 0.5686
O2 -2.3798 0.6982 1.1697
S1 -1.7475 -0.6828 1.8884
O3 -2.4313 -1.9365 1.3979
O4 -2.1207 -0.5868 3.3795
H1 -1.6099 -4.6057 3.6543
H2 1.8663 -1.6674 2.7150
H3 0.6848 -0.7908 3.8352
H4 0.7918 -2.5897 0.5309
H5 1.5947 -1.0822 -0.1553
H6 -0.9667 -2.5094 -0.9992
H7 -1.2135 -0.6023 -0.9088
H8 1.2905 -0.6355 -2.2754
H9 0.6448 -2.3679 -2.7387
H10 2.1000 0.8835 3.3608
H11 2.5010 2.2123 2.1675
H12 4.7265 -1.6870 0.8817
H13 -0.3052 1.2798 -0.3596
H14 1.8655 3.1748 0.3394
H15 2.5195 1.8438 -0.7657
H16 0.5020 2.4071 -2.4730
H17 0.2518 4.0058 -1.4355
H18 2.8002 4.5329 -1.6941
H19 2.9794 2.9781 -2.7522
H20 1.9279 4.4711 -3.3793
H21 -0.4023 1.3111 3.4363
H22 0.4762 3.9432 1.7964
H23 -0.9037 3.9088 3.0148
H24 -0.8713 3.5614 5.1413
H25 0.7738 3.6505 5.9773
H26 0.4010 5.9543 6.1661
H27 1.1289 5.9483 4.3869
H28 -1.7975 6.7488 5.3541
H29 -1.7286 5.7488 3.7883
H30 -0.7333 7.3023 3.9335
H31 -2.5677 2.2216 2.6903
H32 -1.1802 3.2178 -0.0138
H33 -2.2597 4.1099 1.2397
H34 -3.4730 3.7485 -0.9745
H35 -3.3627 1.9001 -0.8782
H36 -5.4426 3.7186 0.3164
H37 -4.3989 3.2512 1.7792
H38 -5.6551 1.2619 2.0127
H39 -4.8919 0.5878 0.4525
H40 -6.6897 1.4619 -1.0367
H41 -7.4577 0.4161 0.3457
H42 -9.0161 2.1677 0.6739
H43 -7.5880 3.0162 1.6053
H44 -7.9525 3.4671 -0.2117
C29 -5.7070 8.1178 7.8820
O5 -4.6083 7.4898 8.5281
P1 -4.0801 5.9534 7.9517
O6 -4.4335 6.3103 6.5096
O7 -5.4008 5.2785 8.6861
C30 -5.6698 5.5797 10.0497
O8 -3.5337 4.4198 7.3904
C31 -4.3165 3.2539 7.5589
H45 -6.0928 8.8923 8.5495
H46 -5.3759 8.5946 6.9577
H47 -6.5094 7.4051 7.6772
H48 -6.4923 6.3007 10.1101
H49 -4.7928 5.9864 10.5585
H50 -5.9799 4.6654 10.5600
H51 -5.3124 3.3852 7.1268
H52 -4.3807 2.9931 8.6170
H53 -3.8209 2.4318 7.0368
C32 -2.3978 -6.0296 -0.1136
O9 -1.3564 -6.6669 0.6137
P2 0.2219 -6.7176 -0.0776
O10 0.0398 -5.3521 -0.7382
O11 -0.3121 -7.8983 -1.1077
C33 -0.9968 -9.0264 -0.5788
O12 1.8119 -6.7789 -0.7348
C34 2.1078 -7.5690 -1.8706
H54 -3.3519 -6.3597 0.3048
H55 -2.3280 -4.9463 0.0029
H56 -2.3699 -6.3022 -1.1713
H57 -2.0713 -8.9231 -0.7655
H58 -0.8245 -9.1425 0.4937
H59 -0.6467 -9.9253 -1.0906
H60 1.4549 -7.3098 -2.7090
H61 2.0244 -8.6288 -1.6231
H62 3.1407 -7.3707 -2.1658
C35 1.9225 2.9182 -7.0840
O13 3.2474 2.8127 -7.5876
P3 4.4816 3.7816 -6.8738
O14 3.8503 3.7010 -5.4861
O15 3.8646 5.0853 -7.6861
C36 3.6091 4.9799 -9.0810
O16 5.7613 4.7270 -6.2151
C37 5.8105 6.1277 -6.4012
H63 1.2440 2.4965 -7.8295
H64 1.8238 2.3398 -6.1636
H65 1.6436 3.9606 -6.9113
H66 2.5331 4.8606 -9.2481
H67 4.1415 4.1388 -9.5310
H68 3.9299 5.9017 -9.5706
H69 4.8882 6.6015 -6.0535
H70 5.9985 6.3618 -7.4507
H71 6.6423 6.5211 -5.8119
C38 4.6508 -11.6983 -3.8327
O17 5.8414 -11.4730 -3.0908
P4 6.4586 -9.8668 -2.9883
O18 5.0631 -9.2470 -2.9942
O19 6.9994 -10.0241 -4.5447
C39 7.7569 -11.1721 -4.9065
O20 7.1367 -8.2900 -2.8527
C40 7.7176 -7.6420 -3.9672
H72 4.5874 -12.7671 -4.0516
H73 3.7797 -11.4171 -3.2383
H74 4.6606 -11.1505 -4.7780
H75 7.1238 -11.8658 -5.4702
H76 8.1661 -11.6833 -4.0321
H77 8.5822 -10.8631 -5.5514
H78 7.0105 -7.5855 -4.7996
H79 8.6332 -8.1555 -4.2663
H80 7.9813 -6.6241 -3.6705

Force components x, y, z for each atom (eV/Å):
C 4.0967 5.8124 0.1098
C -4.9003 -4.2857 0.5218
C -0.6034 -1.1234 1.1899
C 2.6594 -1.3380 0.0555
C 0.0351 -0.7595 -1.2300
C 0.2587 0.1678 -0.7474
C -0.7162 -0.2222 0.1889
C 1.3337 0.2105 -0.3821
F -2.3654 -0.4804 2.4612
F 1.5007 -3.0367 -0.9000
C -2.2063 0.2929 -1.9529
F 2.8391 1.4256 -2.9882
F -1.4180 2.7726 3.1589
F 2.0586 -2.5114 2.2667
C -1.6267 0.0982 0.5802
C 1.7231 0.4450 -0.8921
C 3.0140 -6.3174 -0.4957
C -4.3571 4.9581 1.8384
N 0.9353 0.4580 0.8070
C 1.0784 0.7214 -2.2950
C 0.6915 0.0252 0.2379
C -0.4076 -0.4574 0.3579
C 0.5002 -0.0313 1.1153
C -1.6378 0.7354 0.7796
O -1.6825 -0.2367 -0.8233
C 0.9115 0.5282 1.7422
C -0.9799 -0.2801 0.2211
C 0.2221 1.1328 -0.5359
C -0.0551 2.3893 0.1247
C -0.5805 -0.1604 -0.2313
C 0.1733 0.7572 -0.1030
C 0.3599 -0.1794 0.0669
C -0.6342 -0.2771 0.1581
C 0.6251 0.2492 0.5046
C 0.2039 -0.4855 -0.0974
O 1.8678 -1.4976 0.7949
S -4.6813 -3.0427 4.1867
O 2.4305 3.9542 -0.5691
O 2.2269 0.9393 -4.1811
H 2.1536 1.6128 -1.1123
H -1.7392 0.6712 -0.3005
H -0.1984 -1.3258 -1.7397
H -0.6542 2.1045 -0.0026
H -1.9089 -0.2289 1.3967
H 0.5279 1.9759 0.1650
H 1.1061 -1.7041 0.0815
H -1.5771 -0.9814 -0.2069
H -0.3949 2.0770 0.3524
H -0.0184 0.0564 -2.3448
H -1.0897 -1.9727 -0.0036
H -1.3516 2.5253 0.4834
H 0.6325 0.2690 0.5441
H -0.7296 -1.2411 -0.7479
H -1.5481 0.9568 0.7639
H 0.6359 1.3317 1.3842
H 0.9903 -1.6131 -0.4978
H -0.8079 -1.0737 -1.3279
H -1.1202 1.7928 0.2284
H 0.7884 -1.2648 1.6461
H -0.1812 0.9877 -1.8103
H -0.2488 -1.1328 1.4024
H 1.6432 -1.0485 -0.9179
H 1.5961 0.7836 -0.5590
H -0.9262 0.4394 -1.8398
H 0.0052 -0.5442 -2.1219
H -1.2312 -0.5809 1.3045
H 1.2337 -0.8984 -1.2723
H 1.0507 0.7334 1.1905
H -0.8132 -1.6016 1.0435
H 1.1713 -0.9906 -1.4470
H -1.3399 -0.2566 1.2055
H 0.4311 -1.8417 -0.9322
H 0.1602 -1.5737 1.3608
H -0.0696 1.5217 1.3577
H 0.9239 -1.4130 0.6796
H -0.6874 -0.5605 -1.8461
H 0.1205 0.3314 -2.0750
H -0.7185 1.6301 0.7527
H -0.7553 -0.0571 1.8984
H 0.9835 1.5029 -0.5552
H 1.8593 1.0337 -0.1800
H -0.7848 -0.6422 -1.9140
H -0.0736 -1.3290 1.4570
C -0.0614 0.1779 -0.5800
O 2.5706 -0.2511 2.0670
P -6.7106 -0.3608 -5.1217
O 1.4176 0.2505 0.5579
O 1.2227 -0.3698 0.5811
C -0.3265 0.1104 0.3868
O 1.4229 1.1386 1.5218
C 0.1275 -0.6114 0.3591
H 0.2552 -0.1161 0.2081
H -0.1338 -0.1762 0.0240
H 0.1356 -0.0521 -0.0890
H 0.2136 -0.0212 0.0229
H -0.2144 0.0037 0.0362
H 0.0608 -0.0298 -0.1348
H 0.0865 0.1824 0.1942
H -0.2291 -0.1003 -0.1098
H 0.2202 0.2101 0.0379
C -0.0413 0.6418 -0.2189
O 1.5189 -1.5525 2.5862
P -3.0054 3.3231 -7.2034
O 0.6146 -0.1031 1.3252
O 0.8670 -0.4658 0.9381
C -0.3578 -0.3087 -0.0309
O -0.3238 -0.5576 2.3730
C 0.5059 -0.5664 -0.1400
H 0.2058 -0.1826 0.2115
H 0.0257 -0.1016 -0.1430
H 0.1431 0.0655 0.0282
H 0.1434 0.0089 0.1579
H -0.1524 -0.0716 -0.1358
H 0.0944 0.1111 -0.0289
H -0.1544 -0.0755 0.2535
H -0.0051 0.0181 -0.2847
H -0.0148 0.0110 0.3183
C -0.2394 -0.1053 0.6163
O 2.6246 -1.1810 -1.7678
P -5.8857 4.1435 4.6213
O 1.1182 -0.9699 -0.6433
O 1.2143 -0.4074 -0.4550
C -0.2909 0.0936 -0.4108
O 0.6146 -1.8313 -1.4316
C 0.4322 0.3816 -0.3666
H 0.3066 -0.0556 -0.1652
H -0.0153 0.2089 -0.0235
H 0.1327 -0.0273 0.0985
H 0.1896 -0.1070 -0.0078
H -0.1775 0.1227 -0.0553
H 0.0525 -0.0025 0.1395
H -0.0091 -0.1897 -0.1915
H -0.1385 0.2273 0.0963
H 0.0603 -0.3167 -0.0222
C -0.5512 0.2588 0.0700
O 2.5431 -0.6250 2.0802
P -5.7564 2.7048 -5.7407
O 0.8371 -0.4428 1.2858
O 0.9675 0.0378 0.9596
C 0.1317 -0.3835 -0.3363
O 0.8019 -1.7190 1.5222
C 0.6693 0.1665 -0.1519
H 0.3043 -0.0010 0.1788
H 0.0741 0.1019 -0.1800
H 0.0001 0.1142 0.1260
H 0.0996 0.0295 0.1894
H -0.0406 -0.0547 -0.2122
H -0.0663 0.1200 0.0649
H 0.0677 -0.2428 0.1067
H -0.0902 0.1243 -0.2351
H -0.0402 -0.1630 0.2854


[2]
This record from OMol25 describes 2 unconnected molecules or ions with the total composition C50H62N5O at a distorted geometry. The level of theory is the ωB97M-V functional and the def2-TZVPD basis.

Values from the calculation:
total charge: +1

Cartesian coordinates (Å):
C1 -2.2934 -3.4598 -3.6688
C2 -2.7828 -3.0416 -2.2889
C3 -3.6026 -4.1658 -1.6497
C4 -3.5248 -1.7111 -2.3933
C5 -4.8975 -1.7018 -2.6195
C6 -5.5771 -0.5039 -2.8454
C7 -4.8758 0.6963 -2.8571
C8 -3.4900 0.7142 -2.6724
C9 -2.7410 2.0335 -2.8648
C10 -3.0234 3.0069 -1.7266
C11 -3.0578 2.6599 -4.2276
C12 -2.8218 -0.4868 -2.3741
N1 -1.3811 -0.4980 -2.2275
N2 -0.6430 -0.9574 -3.2668
N3 0.6452 -0.9920 -2.8105
C13 1.7320 -0.9749 -3.7751
C14 2.2633 0.2616 -4.1804
C15 1.5110 1.5538 -3.8808
C16 0.3610 1.7211 -4.8662
C17 2.4047 2.7895 -3.8048
C18 3.4356 0.2667 -4.9358
C19 3.9933 -0.9301 -5.3836
C20 3.3834 -2.1432 -5.0781
C21 2.2569 -2.1858 -4.2528
C22 1.6343 -3.5406 -3.9080
C23 2.6717 -4.5460 -3.3995
C24 0.8909 -4.1193 -5.1145
C25 0.7114 -0.4288 -1.5397
C26 1.9781 -0.2614 -0.8931
C27 2.2341 0.8765 -0.0901
C28 3.4815 1.0413 0.5064
C29 4.4767 0.0736 0.3375
C30 4.2492 -1.0412 -0.4861
C31 3.0088 -1.2182 -1.0802
C32 -0.5714 -0.0824 -1.1384
C33 -0.9826 0.5610 0.0265
H1 -1.6332 -2.6881 -4.0774
H2 -1.7448 -4.4086 -3.6276
H3 -3.1425 -3.5777 -4.3572
H4 -1.9090 -2.8695 -1.6465
H5 -4.0318 -3.8472 -0.6945
H6 -4.4105 -4.5005 -2.3117
H7 -2.9483 -5.0236 -1.4563
H8 -5.4455 -2.6463 -2.6343
H9 -6.6522 -0.5154 -3.0299
H10 -5.3977 1.6387 -3.0425
H11 -1.6742 1.7839 -2.8409
H12 -2.6371 2.6004 -0.7853
H13 -2.5330 3.9690 -1.9184
H14 -4.1037 3.1760 -1.6235
H15 -2.8109 1.9614 -5.0368
H16 -4.1229 2.9120 -4.3061
H17 -2.4725 3.5759 -4.3749
H18 1.0681 1.4409 -2.8829
H19 -0.2944 0.8396 -4.8331
H20 -0.2370 2.6095 -4.6253
H21 0.7460 1.8242 -5.8917
H22 3.2292 2.6217 -3.1012
H23 2.8147 3.0498 -4.7887
H24 1.8207 3.6425 -3.4375
H25 3.9052 1.2173 -5.1939
H26 4.9023 -0.9137 -5.9872
H27 3.7898 -3.0822 -5.4619
H28 0.9079 -3.3501 -3.1063
H29 3.2675 -4.1256 -2.5813
H30 2.1654 -5.4441 -3.0268
H31 3.3524 -4.8446 -4.2070
H32 0.1714 -3.3970 -5.5180
H33 1.6001 -4.3767 -5.9131
H34 0.3464 -5.0283 -4.8289
H35 1.4359 1.6132 0.0136
H36 3.6801 1.9321 1.1016
H37 5.4365 0.1887 0.8434
H38 5.0409 -1.7730 -0.6560
H39 2.7971 -2.0922 -1.7016
H40 -0.2492 0.7048 0.8003
H41 -2.0522 0.7056 0.1444
C34 -0.3416 3.1243 6.3313
N4 -0.4646 1.8196 6.9570
C35 -0.1859 0.6265 6.3952
C36 0.3756 0.5517 5.0217
C37 -0.3181 1.2616 3.9526
C38 0.3370 1.5280 2.7736
C39 0.5496 2.9240 2.3707
C40 1.8609 3.4611 2.3181
C41 2.0745 4.7746 1.9076
C42 0.9804 5.6015 1.6212
C43 -0.3234 5.1160 1.7813
C44 -0.5416 3.7934 2.1723
O1 1.4698 -0.0262 4.8075
N5 -0.3405 -0.3144 7.3625
C45 0.0553 -1.7516 7.2814
C46 -0.5461 -2.5026 8.4546
C47 1.5744 -1.8382 7.3443
C48 -0.4613 -2.3406 5.9790
C49 -0.7714 0.3080 8.5199
C50 -0.8647 1.6308 8.2666
H42 -0.3480 3.8695 7.1339
H43 0.5981 3.2114 5.7706
H44 -1.1841 3.3286 5.6581
H45 -1.3314 1.6138 4.1545
H46 1.0365 0.7822 2.3837
H47 2.6912 2.8266 2.6470
H48 3.0970 5.1480 1.8131
H49 1.1522 6.6250 1.2856
H50 -1.1765 5.7699 1.5980
H51 -1.5516 3.3992 2.3142
H52 -1.6379 -2.4055 8.4842
H53 -0.3119 -3.5674 8.3333
H54 -0.1197 -2.1846 9.4128
H55 2.0261 -1.2764 6.5208
H56 1.9344 -1.4506 8.3047
H57 1.8699 -2.8915 7.2622
H58 0.0705 -1.9376 5.1154
H59 -0.2908 -3.4241 6.0067
H60 -1.5375 -2.1623 5.8765
H61 -0.9820 -0.2312 9.4283
H62 -1.1547 2.4412 8.9112

Force components x, y, z for each atom (eV/Å):
C 0.0788 0.0280 -0.4628
C -0.0200 0.1783 0.4019
C 0.0302 0.0865 0.0803
C 0.3960 -0.2368 0.1300
C -0.1496 0.2315 -0.0640
C 0.1097 -0.0056 0.1402
C -0.0074 -0.2289 0.0101
C 0.3034 0.2692 0.0955
C 0.1579 -0.3790 0.0647
C -0.0860 0.0567 0.2154
C -0.0112 -0.1836 -0.0643
C -0.4726 0.0235 -0.5929
N 1.1891 -0.1044 -0.0667
N 1.8657 -0.1198 0.7460
N -3.0623 1.7319 0.2423
C 0.3786 -0.6258 -0.5979
C -0.2523 0.2792 0.1447
C 0.2124 -0.1425 0.6823
C -0.1656 -0.0712 -0.3929
C 0.0266 -0.0176 -0.0205
C -0.1234 -0.1872 -0.0832
C -0.0137 -0.0888 0.0393
C 0.0144 0.1878 0.0088
C -0.1533 -0.1798 0.1291
C 0.0185 0.3920 0.1679
C 0.0021 0.0431 0.0796
C -0.1130 0.0942 -0.1315
C 0.8820 -1.2940 -1.7798
C 1.2988 0.1599 0.7762
C -0.0865 -0.5736 -0.4494
C 0.0897 -0.3216 -0.0598
C -0.0326 -0.0269 -0.1933
C -0.0445 0.2758 0.2605
C -0.4213 0.3987 0.0833
C -1.5519 0.6711 0.9449
C -0.4231 -0.7723 -1.4437
H -0.2233 -0.3827 -0.0324
H -0.1230 0.1176 0.0350
H 0.1401 -0.0524 0.1637
H -0.0432 -0.0354 -0.0744
H -0.0205 -0.0729 -0.1181
H 0.1411 0.0205 0.1590
H -0.1457 0.1072 -0.0797
H 0.1891 0.3467 -0.0145
H 0.2854 0.0220 0.0847
H 0.1548 -0.3562 0.0060
H -0.0739 0.1872 -0.0268
H -0.1093 0.1760 -0.1404
H -0.0980 -0.1341 0.0625
H 0.1994 0.0569 -0.0162
H -0.0888 0.1626 0.1054
H 0.2382 0.0208 -0.0242
H -0.1369 -0.1462 0.0527
H 0.0253 0.0626 -0.1240
H 0.1247 0.3125 -0.1141
H 0.1666 -0.1593 -0.0595
H -0.1114 0.0209 0.2121
H -0.0729 0.0674 -0.1729
H -0.0463 0.0433 0.2074
H 0.1074 -0.1370 -0.1501
H -0.1918 -0.3272 0.0209
H -0.2613 -0.0047 0.1601
H -0.0735 0.3668 0.1084
H 0.0588 -0.1689 -0.1201
H -0.0376 -0.1199 -0.1235
H 0.1270 0.1165 -0.1014
H -0.1172 0.0125 0.2234
H 0.1150 -0.1702 0.0592
H -0.1479 0.0479 0.1547
H 0.1388 0.1609 -0.0879
H 0.3444 -0.0500 -0.0140
H 0.0247 -0.3089 -0.1980
H -0.2378 0.0027 -0.2178
H -0.2371 0.1984 0.1327
H 0.2046 0.2919 0.3315
H -0.3087 0.0037 -0.0182
H 0.2752 0.0467 0.4197
C -0.0790 0.8509 -0.2139
N -0.4508 -0.5338 0.2618
C -0.0087 0.3454 1.6452
C 1.8864 -2.1522 -2.8417
C -0.7642 -0.6305 0.3012
C 1.2955 0.2371 1.6528
C -1.0045 1.1197 -0.8419
C -0.3967 -0.7755 -0.0463
C -0.3442 0.0394 0.1464
C 0.0533 -0.2890 0.0178
C 0.1015 -0.1113 0.1254
C 0.3870 -0.0284 -0.1311
O -1.8935 1.1525 1.0863
N 0.0974 0.6786 -0.3641
C 0.1705 -0.4671 -0.2004
C -0.2477 -0.2086 0.2669
C 0.3030 0.0608 0.0515
C -0.1830 -0.1810 -0.1772
C 0.0488 -0.1601 -0.3356
C 0.3069 0.0082 -0.3822
H 0.0567 -0.1738 -0.2276
H -0.2961 -0.1192 0.1835
H 0.2843 -0.0932 0.2308
H 0.5757 0.8961 0.1782
H 0.3866 0.3471 0.5747
H -0.2741 0.2678 -0.3693
H -0.3726 -0.0787 0.1090
H -0.1013 -0.2952 0.1035
H 0.2464 -0.1677 0.0333
H 0.2580 0.2127 -0.2655
H 0.1552 -0.0231 0.0357
H -0.0384 0.2959 0.0343
H -0.0924 -0.0843 -0.1539
H -0.0345 -0.1775 0.2429
H 0.0218 -0.0700 -0.1610
H -0.0469 0.2422 0.0414
H -0.1408 -0.1297 0.0851
H -0.0625 0.2801 -0.0855
H 0.1347 -0.0784 -0.0545
H 0.0211 0.0420 -0.1844
H 0.0228 0.0576 -0.0831


These records have energy values of -146768.6769 -62345.5218 eV, in the order they appear.